[1]
{"formula": "C54H127InN9O19", "method": "the ωB97M-V functional and the def2-TZVPD basis", "total_charge": 1, "homo_energy_ev": -9.75, "molar_mass_da": 1321.47, "energy_ha": -4245.26753, "orbital_gap_ev": 2.5, "symbols": ["C", "H", "O", "C", "H", "H", "H", "H", "H", "H", "H", "H", "H", "H", "H", "H", "H", "H", "H", "H", "O", "H", "C", "H", "H", "O", "H", "C", "H", "C", "O", "H", "O", "H", "C", "H", "C", "H", "H", "C", "O", "H", "O", "H", "C", "H", "H", "C", "C", "C", "H", "O", "H", "O", "C", "H", "H", "H", "H", "H", "H", "N", "H", "H", "C", "H", "N", "H", "H", "N", "C", "H", "N", "H", "C", "N", "C", "C", "H", "O", "H", "C", "H", "H", "C", "H", "H", "H", "H", "In", "H", "O", "H", "H", "H", "H", "H", "H", "O", "H", "H", "H", "C", "C", "H", "H", "C", "C", "H", "H", "H", "O", "H", "H", "H", "H", "H", "C", "H", "H", "H", "H", "H", "C", "C", "H", "C", "H", "C", "H", "H", "O", "C", "H", "H", "C", "C", "H", "C", "C", "C", "H", "C", "H", "H", "N", "C", "H", "O", "H", "H", "H", "H", "H", "H", "H", "H", "H", "C", "N", "H", "C", "N", "C", "H", "H", "C", "N", "H", "H", "H", "H", "C", "C", "O", "H", "H", "O", "H", "H", "C", "H", "H", "C", "H", "H", "C", "H", "O", "H", "H", "H", "H", "C", "O", "H", "C", "C", "H", "C", "H", "H", "C", "H", "C", "H", "C", "C", "H", "H"], "positions_angstrom": [[5.09, -7.19, -1.72], [6.59, -6.58, 0.45], [-2.48, 2.17, 0.88], [1.42, -0.59, 6.11], [-5.01, 3.87, -4.86], [4.91, -9.16, -0.95], [7.40, -0.34, 6.95], [7.64, 1.93, -5.19], [1.31, 6.76, 1.40], [-11.78, 2.66, -0.19], [2.96, 2.52, -4.94], [2.06, 4.38, -6.33], [8.99, 2.30, -4.07], [-0.26, -4.53, -0.59], [4.38, -4.45, 3.83], [-3.74, -2.20, 4.52], [-7.14, 2.19, -1.28], [1.00, 0.41, 6.01], [7.62, -2.70, 7.98], [5.58, -7.92, 0.63], [6.08, 1.63, -1.41], [1.90, -5.15, -4.18], [6.54, -0.94, 7.25], [-8.10, -4.68, 6.04], [2.65, 8.07, 9.68], [2.33, -1.36, -6.80], [8.27, 0.47, -2.65], [0.36, -3.66, -0.80], [5.05, 4.82, -6.70], [-11.18, 0.99, -1.50], [1.22, -3.77, -1.90], [0.27, 5.96, 6.79], [-2.21, 2.88, -2.06], [6.98, -0.36, -4.53], [6.89, 2.12, -2.48], [4.75, -6.76, -2.66], [2.95, 7.30, 8.98], [6.53, 3.05, 0.03], [-7.72, 1.46, 0.29], [2.55, -2.77, -6.91], [1.58, 0.06, 0.64], [-3.07, 0.28, -5.28], [2.69, -0.39, 6.70], [-0.14, -4.82, -3.10], [3.08, 4.33, -5.95], [2.88, 5.36, 7.40], [4.20, -2.74, -5.51], [2.86, 6.35, 6.94], [5.04, 0.62, 6.38], [3.25, -3.25, -5.63], [-0.14, 2.08, -3.11], [0.45, 6.87, 3.28], [-5.35, -0.89, -3.69], [1.77, 0.57, -2.03], [-7.85, 2.24, -0.46], [-7.16, -1.00, 3.44], [-4.72, -4.09, -2.13], [0.95, -3.45, 0.09], [3.85, 6.64, 6.59], [0.73, -1.09, 6.79], [6.24, 2.70, -3.13], [3.43, 2.91, -5.74], [2.68, 6.38, 9.51], [-4.23, 1.15, 7.08], [-0.56, 6.22, 4.10], [-0.32, -2.80, -0.81], [-5.79, -2.44, 4.24], [-6.95, 6.16, -6.71], [-0.72, 0.85, 1.82], [5.55, -0.77, 6.28], [1.97, 6.08, 5.74], [5.62, -6.47, 2.73], [-11.76, -0.26, -1.91], [-3.71, -2.74, -1.67], [3.50, 0.54, 5.96], [4.66, -6.42, -0.56], [7.55, 1.02, -3.26], [-1.47, 1.90, 0.15], [-5.04, -1.75, -5.93], [3.72, 6.37, -7.07], [3.53, 0.45, 4.88], [-7.40, 5.79, -5.79], [2.24, -10.08, -0.62], [-3.60, -0.89, -3.34], [-9.76, 0.93, -1.02], [2.23, 7.66, -7.76], [2.68, 6.05, -4.74], [-9.09, -2.58, 3.55], [6.22, -5.06, 6.67], [4.91, -2.21, -1.02], [1.34, -9.53, -1.95], [-4.96, -0.53, 6.22], [-9.74, -4.22, 5.52], [4.04, 4.55, -7.96], [3.10, 1.54, 6.13], [-2.73, -1.94, -6.99], [-0.99, 4.53, 5.27], [-7.08, 4.72, -3.93], [-4.40, -2.78, -3.57], [4.95, 1.05, 7.38], [1.77, 7.03, 5.25], [-6.87, -2.33, 2.39], [0.68, 0.70, 0.15], [-0.25, 1.81, -2.07], [3.93, -3.19, 2.76], [-5.64, 0.20, 4.38], [-5.18, 0.61, 7.05], [-6.95, -2.07, 3.45], [-6.13, -2.53, 5.19], [0.85, -1.04, -8.28], [2.77, 6.38, -8.91], [5.69, -3.17, 7.54], [6.71, -4.86, 8.32], [-3.91, 0.34, 4.67], [0.44, 4.34, 4.26], [1.82, 5.92, -7.68], [-7.88, 6.61, -5.25], [2.61, 6.64, -7.86], [1.89, 0.34, -7.87], [1.58, -3.25, -7.01], [3.03, 2.34, -6.47], [6.09, -0.61, 8.18], [2.51, 5.49, 5.00], [-8.15, -2.88, 4.01], [-8.86, -3.90, 6.07], [4.80, -1.39, 6.55], [5.53, -6.84, 0.57], [-12.26, 1.02, 0.34], [-4.17, -1.33, -5.42], [-2.02, -1.83, -5.45], [-13.12, 1.85, -0.95], [4.69, -4.89, 1.77], [5.93, -4.60, 7.62], [7.67, 2.73, -2.04], [3.99, -6.67, 2.16], [0.79, 6.13, 2.12], [-2.95, -2.12, -5.94], [-12.74, -0.04, -2.03], [5.67, 2.58, -0.47], [-4.61, -3.01, -2.21], [-4.58, -1.62, 4.13], [5.08, 3.40, -0.89], [6.89, -2.40, 7.23], [-0.13, -3.10, -3.39], [1.97, -2.27, -4.71], [0.72, 5.39, 6.09], [3.95, -4.28, 2.84], [0.85, -4.23, -5.21], [-9.20, 2.27, -0.86], [8.83, 0.67, -4.88], [-5.33, 0.19, 8.05], [2.93, -4.66, 2.89], [3.90, 5.14, -3.96], [2.75, -10.53, -2.24], [-11.21, 1.52, -2.45], [3.58, -4.28, -5.79], [6.18, -7.18, -1.75], [-4.42, -1.40, 3.07], [-4.78, -0.30, 4.83], [6.49, 0.21, -3.86], [-11.43, -0.40, -2.85], [2.98, 5.02, -4.55], [-3.90, 0.05, -5.81], [4.47, -8.58, -1.76], [4.04, 7.26, 8.93], [-7.57, 3.17, 0.02], [-0.08, 5.03, 4.93], [2.44, -3.11, -4.42], [5.08, 2.12, 0.33], [3.11, -3.07, -7.80], [-5.51, -2.51, -1.86], [-1.37, 5.94, 3.42], [4.00, 4.99, -6.96], [-4.40, -1.40, -3.86], [2.34, 7.38, 7.75], [5.03, -5.13, 7.94], [-4.65, 0.63, -5.47], [3.04, -8.47, -1.67], [7.38, -2.69, 6.30], [5.62, 1.33, 5.79], [2.37, -9.71, -1.64], [-1.11, 6.96, 4.69], [4.77, -9.14, -2.65], [1.45, -4.17, -4.30], [2.30, 4.54, -3.85], [-9.10, 0.37, -1.69], [-0.53, 1.13, 0.79], [2.49, -1.06, -8.79], [-5.82, 4.02, -5.35], [-5.92, 1.35, 6.77], [-8.00, -3.94, 3.81], [1.52, -1.09, 5.14], [-9.76, 0.42, -0.06], [-1.31, 2.25, -1.35], [-8.37, -2.78, 5.41], [-9.15, -3.65, 7.09], [1.85, -0.75, -7.97], [4.96, -6.27, 1.88], [-5.73, 5.80, -4.33], [-12.13, 1.68, -0.52], [5.99, 0.78, -4.53], [1.45, 5.27, 2.26], [8.32, 1.52, -4.45], [-8.23, 5.17, -6.15], [-6.49, 5.13, -4.74], [3.72, -6.77, -0.44], [0.85, 1.09, -1.44], [0.50, -3.94, -3.09], [-0.15, 5.84, 1.66], [-2.98, -3.20, -5.81]], "mulliken_charge": [-0.75, 0.38, -0.60, -0.57, 0.27, 0.35, 0.29, 0.35, 0.29, 0.33, 0.15, 0.09, 0.41, 0.34, 0.29, 0.32, 0.22, 0.25, 0.48, 0.33, -0.16, 0.38, -0.57, 0.33, 0.28, -0.17, 0.28, -0.81, 0.25, 0.57, -0.11, 0.27, -0.58, 0.28, -0.71, 0.18, -0.77, 0.34, 0.23, -0.66, -0.64, 0.25, -0.36, 0.33, 0.83, 0.39, 0.32, -0.78, -0.80, -0.81, 0.66, -0.35, 0.38, -0.55, -0.59, 0.26, 0.28, 0.24, 0.41, 0.27, 0.26, -0.50, 0.31, 0.29, -0.59, 0.26, -0.33, 0.32, 0.67, -0.40, -0.44, 0.38, -0.78, 0.19, -0.58, -0.05, 0.21, 0.35, 0.34, -0.36, 0.28, -1.13, 0.31, 0.23, -0.59, 0.28, 0.38, 0.36, 0.29, 0.91, 0.24, -0.33, 0.32, 0.35, 0.54, 0.40, 0.38, 0.15, -0.31, 0.38, 0.36, 0.27, 0.43, -0.13, 0.23, 0.27, -0.77, -0.33, 0.32, 0.30, 0.33, -0.30, 0.32, 0.45, 0.23, 0.30, 0.34, -0.74, 0.10, 0.33, 0.09, 0.40, 0.32, -0.73, -0.72, 0.40, -0.63, 0.36, 0.31, 0.15, 0.41, -0.15, -0.80, 0.39, 0.35, -0.67, -1.34, 0.27, -0.76, -0.69, -0.78, 0.26, -0.69, 0.33, 0.18, -0.30, -0.82, 0.33, -0.34, 0.41, 0.26, 0.34, 0.30, 0.32, 0.29, 0.39, 0.43, 0.37, -0.39, -0.46, 0.29, -1.48, -0.68, -0.57, 0.30, 0.28, -0.60, -0.02, 0.23, 0.49, 0.31, 0.40, -0.61, -0.42, -0.31, 0.27, 0.24, -0.29, 0.35, 0.36, -0.82, 0.34, 0.49, -0.71, 0.35, 0.26, -0.24, 0.35, -0.50, 0.31, 0.39, 0.21, 0.28, 0.22, -0.34, 0.22, -0.74, -0.78, 0.30, -1.48, 0.16, 0.22, -1.46, 0.29, -0.04, 0.25, 0.39, -0.64, 0.31, 0.37]}

=====

[2]
{"formula": "C54H128N6O11", "method": "the ωB97M-V functional and the def2-TZVPD basis", "total_charge": 0, "homo_energy_ev": -7.72, "molar_mass_da": 1037.65, "smiles": "CC1(C)CCCC(C)(C)N1O.CC1(C)CCCC(C)(C)N1O.CC1(C)CCCC(C)(C)N1O.CC1(C)CCCC(C)(C)N1O.COC[C@H](C)N.COC[C@H](C)N.CCO.CCO.CCO.CCO.CCO", "e_above_lowest_kj_mol": 618.2, "energy_ha": -3289.97086, "orbital_gap_ev": 7.8, "symbols": ["H", "O", "C", "C", "H", "H", "H", "H", "H", "H", "H", "H", "H", "H", "H", "C", "H", "H", "C", "C", "H", "H", "H", "C", "O", "H", "H", "H", "H", "H", "H", "C", "H", "C", "H", "H", "C", "H", "C", "C", "C", "H", "H", "H", "C", "O", "O", "C", "H", "H", "H", "O", "H", "H", "H", "H", "H", "C", "H", "C", "C", "H", "H", "H", "C", "H", "C", "H", "H", "C", "H", "H", "C", "H", "H", "C", "C", "H", "N", "C", "C", "H", "C", "C", "N", "H", "H", "H", "H", "H", "H", "O", "H", "H", "H", "H", "C", "C", "H", "C", "N", "C", "H", "C", "H", "H", "C", "C", "H", "C", "C", "H", "H", "H", "H", "H", "H", "H", "H", "H", "C", "H", "H", "H", "C", "H", "N", "H", "O", "C", "H", "H", "C", "C", "H", "H", "H", "C", "H", "O", "H", "O", "H", "H", "H", "N", "H", "H", "C", "O", "C", "H", "H", "H", "C", "H", "H", "H", "H", "H", "N", "H", "H", "H", "C", "H", "H", "H", "C", "H", "C", "H", "H", "H", "H", "H", "C", "H", "C", "C", "O", "H", "H", "H", "H", "H", "H", "H", "H", "H", "H", "H", "C", "H", "C", "C", "H", "H", "H"], "positions_angstrom": [[-2.09, 1.18, -5.73], [4.47, -2.10, 9.37], [0.19, -6.01, 1.83], [-7.30, -6.11, 0.49], [-9.58, 1.74, -0.23], [-5.98, -3.37, 1.90], [4.51, 1.51, -7.85], [3.77, 7.32, 1.07], [0.76, -0.30, 8.47], [6.31, -2.20, -5.81], [-3.46, 0.77, -8.46], [5.18, 0.76, -9.82], [6.83, 0.19, -5.35], [-0.41, 5.26, 5.60], [-1.64, 5.38, 3.55], [-8.92, 3.16, -1.69], [-9.92, 3.02, -3.62], [7.27, 1.67, 4.30], [-6.17, 4.12, -2.01], [2.96, 7.67, 1.71], [-8.26, 5.74, 0.32], [6.33, -2.05, 10.11], [-0.80, 8.57, -4.15], [-10.05, 2.69, -2.59], [8.39, 0.19, 0.75], [-2.55, 3.84, 3.87], [6.17, 1.28, -6.59], [2.44, -9.99, 1.13], [9.90, 3.54, 0.98], [-2.04, 0.10, 0.21], [-0.87, 6.68, -2.97], [-0.33, 1.30, -0.40], [4.59, -2.82, -6.21], [5.07, -0.68, -6.48], [-9.07, -7.09, 1.01], [1.65, -4.46, 1.61], [-3.51, 0.83, -7.37], [-6.58, -9.28, 4.41], [-2.00, 4.68, 4.30], [1.11, -7.14, 2.41], [5.95, -2.68, -7.76], [1.58, 8.29, 0.19], [5.61, -0.68, -10.72], [-5.90, 4.12, -3.06], [-9.34, 2.80, -0.27], [-1.21, 0.42, -7.35], [2.91, 6.84, 2.83], [-7.07, -5.30, 1.78], [-5.27, 4.40, -1.47], [5.40, -2.82, -9.77], [-5.85, -7.85, 4.95], [-0.93, 7.84, -4.76], [1.98, -6.82, 2.98], [0.30, -1.74, 7.51], [-5.11, -5.26, 3.53], [-8.80, -8.27, 4.48], [5.98, 3.19, 0.94], [1.12, -1.11, 7.84], [3.08, 8.70, 2.05], [-6.44, 2.67, -1.57], [-6.18, -8.34, 4.04], [1.21, 6.18, -5.17], [-10.09, 1.62, -2.77], [4.87, -0.76, -4.20], [-7.32, 5.10, -1.62], [2.47, -9.24, 2.75], [-2.17, 1.29, -6.81], [2.73, 0.00, -9.85], [-6.54, -8.69, 1.56], [-8.04, -7.38, 0.77], [-6.45, -6.39, -0.12], [-6.67, 6.30, 0.02], [-5.95, -4.28, 1.30], [6.09, 0.30, 2.97], [3.37, -1.34, -10.85], [-1.29, 0.79, 0.59], [5.43, -2.17, -6.45], [0.70, 7.91, 1.62], [4.19, -0.37, -7.65], [1.00, -5.05, 0.96], [6.01, 0.91, 2.07], [-0.30, -4.33, 2.62], [3.58, -1.18, 8.64], [4.29, -0.59, -5.10], [-6.59, -6.15, 2.92], [-7.90, 7.02, -2.48], [8.63, 3.57, 4.73], [2.61, -2.39, 10.39], [6.44, 3.07, 3.68], [-1.90, 2.29, -7.15], [0.35, 0.46, -0.55], [-5.94, -5.44, 3.98], [11.77, 0.81, 2.51], [11.41, 2.81, 1.29], [0.30, 2.13, -0.07], [7.27, 2.54, 0.12], [-0.88, 4.34, 5.25], [4.40, -1.03, -8.98], [0.09, -5.33, 3.74], [-0.61, 6.63, -4.03], [8.46, 0.96, 1.86], [0.91, 6.40, -4.14], [-5.64, 2.02, -1.93], [2.23, -1.92, 8.56], [-0.31, 0.72, -7.22], [6.90, -2.21, -8.01], [-7.04, 6.36, -2.50], [7.26, 1.80, 2.06], [4.06, -3.25, -8.76], [-8.37, -4.52, 2.16], [-7.77, 2.25, -2.23], [-4.96, -4.72, 1.39], [10.50, -0.45, 2.71], [1.07, -10.02, 2.11], [-9.82, 5.29, -0.93], [-2.65, 5.27, 4.94], [3.36, -1.16, -5.07], [-11.01, 3.04, -2.21], [7.08, -0.18, -7.07], [6.13, -0.97, 8.83], [6.38, 0.24, -6.35], [5.47, -0.56, 10.47], [-8.02, -8.00, -0.12], [-1.90, 1.63, 0.92], [9.78, 2.25, 3.56], [-8.42, -6.57, 4.78], [-0.44, -5.30, 2.89], [0.70, 4.24, 4.01], [-9.64, 5.49, -1.85], [-7.31, 5.43, -0.11], [-9.37, -7.10, 3.35], [-10.31, 3.23, -0.01], [-7.21, -7.50, 3.21], [7.04, 2.98, 1.09], [-4.28, 1.55, -7.12], [9.81, 1.47, 4.32], [-6.44, 2.68, -0.48], [4.89, -2.55, -8.85], [0.46, -7.65, 3.12], [3.74, 0.98, -7.65], [3.46, 7.18, 3.54], [0.07, 3.65, 4.44], [8.68, 4.15, 3.15], [5.80, 0.21, 1.26], [-7.06, 6.02, -3.53], [-8.57, 4.55, -2.07], [-1.22, 3.73, 6.08], [0.43, -4.29, 0.43], [1.89, -9.36, 1.83], [-0.58, 0.30, 1.64], [3.15, -1.00, -9.84], [-8.85, -4.17, 1.24], [8.18, -0.67, 1.13], [-8.10, -3.64, 2.74], [-7.47, -8.25, 1.92], [1.22, 5.51, -3.60], [-8.23, -9.01, 2.12], [1.41, 7.31, -3.82], [-1.12, 5.81, -4.53], [10.40, 2.19, -0.01], [1.76, -2.09, 9.93], [-6.86, 4.62, 0.46], [3.94, -1.07, 7.62], [-0.36, 1.12, 2.08], [-8.52, -7.33, 4.00], [-6.11, -4.01, 0.26], [-8.68, 3.22, 0.49], [11.08, -0.02, 1.18], [10.82, 0.43, 2.14], [-0.75, 1.73, -1.30], [7.28, 2.40, 3.49], [-0.64, -6.39, 1.23], [3.49, -0.20, 9.12], [-5.36, -8.54, 3.35], [-8.02, 1.21, -2.05], [-6.04, 6.71, -2.23], [10.38, 2.56, 1.02], [1.43, -0.62, 6.91], [8.61, 3.21, 3.70], [9.81, 1.56, 2.12], [1.46, -8.06, 1.32], [2.38, -2.88, 8.07], [-7.58, 2.39, -3.29], [7.64, 3.86, 1.33], [1.62, -5.52, 0.20], [-7.91, -5.64, -0.28], [-3.64, -0.18, -6.98], [2.41, -1.63, -9.34], [-9.01, -5.18, 2.74], [3.92, 0.42, -4.94], [1.47, 6.60, 0.65], [5.13, 1.53, 2.19], [5.62, -1.33, 9.72], [6.11, -3.74, -7.55], [1.57, 7.61, 1.05], [5.49, -0.28, -9.72], [10.70, 2.82, 3.70], [6.42, -0.17, -9.15], [1.29, -2.98, 9.84]], "mulliken_charge": [0.23, -0.34, 0.49, -1.11, 0.41, 0.34, 0.31, 0.23, 0.35, 0.40, 0.28, 0.38, 0.44, 0.25, 0.24, 1.65, 0.45, 0.43, -1.37, -0.17, 0.21, 0.28, 0.30, -1.94, -0.47, 0.25, 0.29, 0.27, 0.31, 0.30, 0.25, -0.91, 0.38, 1.07, 0.31, 0.39, -1.03, 0.37, -0.89, -0.65, -0.70, 0.33, 0.46, 0.44, -1.65, -0.50, -0.51, 1.41, 0.42, 0.39, 0.39, -0.51, 0.36, 0.34, 0.35, 0.48, 0.42, -1.45, 0.31, -0.68, -1.75, 0.27, 0.40, 0.37, 1.73, 0.30, -0.12, 0.37, 0.39, -0.92, 0.48, 0.46, -1.87, 0.44, 0.38, -0.23, -1.01, 0.31, 0.28, -1.52, -1.88, 0.25, -0.81, -1.85, 0.40, 0.40, 0.39, 0.31, 0.43, 0.28, 0.26, -0.47, 0.42, 0.46, 0.26, 0.38, -0.26, 1.50, 0.26, -0.22, 0.31, -0.88, 0.39, 0.57, 0.26, 0.34, -1.95, 1.44, 0.40, -1.56, -1.34, 0.49, 0.45, 0.29, 0.38, 0.35, 0.41, 0.35, 0.35, 0.30, -1.49, 0.30, 0.40, 0.17, -1.05, 0.33, -0.64, 0.27, -0.44, -1.63, 0.45, 0.49, 1.35, -1.71, 0.34, 0.39, 0.29, -1.07, 0.40, -0.37, 0.29, -0.49, 0.36, 0.36, 0.46, 0.02, 0.28, 0.38, -0.75, -0.47, -1.89, 0.34, 0.36, 0.35, -0.98, 0.31, 0.38, 0.26, 0.23, 0.37, -0.82, 0.37, 0.38, 0.30, -1.94, 0.39, 0.29, 0.38, -1.97, 0.32, -1.20, 0.16, 0.37, 0.41, 0.53, 0.45, -1.65, 0.36, -0.68, 1.41, -0.33, 0.34, 0.39, 0.26, 0.35, 0.46, 0.28, 0.44, 0.33, 0.43, 0.23, 0.43, -0.76, 0.37, -1.01, -1.72, 0.40, 0.33, 0.27]}